Here is C7H6N4O2 in the gas phase from the Open Molecules 2025 dataset. Energies are from the ωB97M-V functional and the def2-TZVPD basis.

Structure (XYZ):
```
19
Properties=species:S:1:pos:R:3:forces:R:3:mulliken_spin:R:1
C -0.0692 1.7987 -1.1340 -1.443 -0.379 -3.304 0.386
C 0.3759 2.5567 -0.1063 1.739 -2.279 3.319 0.148
C 0.3420 0.4515 -1.3372 1.002 1.379 3.058 0.012
C 1.2160 1.9076 0.9159 -2.583 3.850 -3.904 0.278
C -0.1696 -2.3989 -0.7404 0.180 3.890 1.930 0.035
C -1.3456 -1.6006 1.1758 -0.714 0.507 0.875 0.002
C 0.2049 -0.5904 -0.3033 -1.487 -3.660 1.316 0.109
N 1.8636 0.8385 0.6001 1.139 -5.064 -0.359 0.614
N 1.5055 0.0071 -0.4341 -0.676 1.541 1.464 0.260
N -1.0857 -2.6331 0.2127 -0.713 1.158 1.929 0.003
N -0.6776 -0.4087 0.8677 0.978 -2.037 -1.880 0.022
O 0.2536 -3.0741 -1.5872 0.887 -0.770 -1.425 0.014
O -2.1118 -1.7761 2.1144 1.459 0.183 -1.479 0.006
H -0.6519 2.0290 -2.0505 0.401 1.159 1.026 0.028
H 0.2347 3.5609 0.1105 -1.104 1.666 0.012 0.030
H 0.4608 0.1678 -2.2898 0.153 -1.371 -3.424 0.004
H 1.4318 2.4801 1.7557 0.889 0.595 1.407 0.046
H -1.3799 -3.5127 0.6066 -0.006 -0.537 -0.673 0.002
H -0.3974 0.1967 1.6234 -0.102 0.167 0.110 0.001
```
Positions in Å, forces in eV/Å.

Results
Orbital gap (alpha / beta) ... 6.72 / 6.58 eV
M ... 178.151 g mol⁻¹
2S+1 ... 3
HOMO level (alpha / beta) ... -0.225 / -0.344 Ha

***

Here is 2 unconnected molecules or ions with the total composition C4H8NO from the Open Molecules 2025 dataset. Energies are from the ωB97M-V functional and the def2-TZVPD basis.

Structure (XYZ):
```
14
Properties=species:S:1:pos:R:3:forces:R:3:mulliken_charge:R:1
C 1.3757 -0.3842 1.1148 1.598 -2.451 3.900 -0.402
C 0.9971 1.0208 1.5206 -2.142 -2.456 -0.936 -0.558
C 1.0015 0.5254 0.0340 2.812 0.416 -1.265 -0.130
C -0.2712 0.4901 -0.4917 -3.108 1.947 -0.666 0.384
N -1.3436 0.8474 -0.7463 -0.793 -0.178 -1.086 -0.116
O -1.8103 -1.6064 -1.8126 -0.365 2.835 0.139 -0.606
H 2.4489 -0.7581 1.3204 -1.534 1.271 -1.113 0.281
H 0.7817 -1.2112 1.6125 -0.070 1.160 -1.505 0.259
H -0.0313 1.1134 1.9471 1.244 0.219 -0.283 0.254
H 1.7587 1.6571 1.7842 1.344 1.641 0.485 0.296
H 1.8256 0.8697 -0.7126 -1.655 -0.563 1.404 0.352
H -1.9308 -2.4860 -2.0487 -0.186 -2.731 -0.569 0.291
H -2.2959 1.0756 -1.1943 2.370 -0.745 1.231 0.390
H -2.5061 -1.1535 -2.3274 0.484 -0.363 0.263 0.305
```
Positions in Å, forces in eV/Å.

Results
Orbital gap ... 11.47 eV
M ... 86.114 g mol⁻¹
Total charge ... +1
2S+1 ... 1
HOMO level ... -0.574 Ha

***

Here is C2H6O in the gas phase from the Open Molecules 2025 dataset. Energies are from the ωB97M-V functional and the def2-TZVPD basis.

Structure (XYZ):
```
9
Properties=species:S:1:pos:R:3:forces:R:3:mulliken_charge:R:1
C -1.1669 -0.0076 0.0012 -1.114 -0.954 -0.586 -0.587
O 0.0060 -0.7793 0.0033 -1.050 -0.527 0.356 -0.306
C 1.1362 -0.0216 -0.0030 1.554 0.310 1.862 -0.676
H -1.3664 0.5732 0.9356 0.576 -0.058 -0.735 0.260
H -1.9720 -0.7829 -0.0448 0.360 0.858 -0.143 0.205
H -1.1648 0.5873 -0.9502 -0.362 -0.001 1.001 0.276
H 1.2227 0.6389 -0.8312 -0.291 1.101 -0.696 0.302
H 1.9646 -0.6782 -0.1017 0.807 -0.879 -0.177 0.272
H 1.3405 0.4702 0.9909 -0.481 0.150 -0.881 0.255
```
Positions in Å, forces in eV/Å.

Results
Orbital gap ... 11.07 eV
Structure (SMILES) ... COC
M ... 46.069 g mol⁻¹
2S+1 ... 1
HOMO level ... -0.365 Ha

***

Here is a molecular structure, C5H5FHgMgO4 from the Open Molecules 2025 dataset. Energies are from the ωB97M-V functional and the def2-TZVPD basis.

Structure (XYZ):
```
17
Properties=species:S:1:pos:R:3:forces:R:3:mulliken_spin:R:1
H 1.4429 -2.3590 0.3040 -0.263 0.268 -0.005 0.000
O 1.3746 -0.9943 -1.2862 0.862 0.844 0.675 0.005
O -0.5674 -1.5544 -2.0711 0.638 -1.279 -2.431 0.006
O 0.3857 0.3699 -2.7532 0.444 0.006 -1.077 0.008
C 0.7525 -1.8685 -0.3809 1.231 -2.768 -1.693 0.002
C -0.2156 -2.4699 -1.1460 -1.207 1.612 2.627 0.002
C 0.5096 -0.7139 -2.2529 -2.185 1.539 2.568 -0.003
H -0.9146 -3.2730 -0.9275 0.244 0.102 -0.226 0.000
C -1.0187 0.5592 1.3683 0.205 -2.732 -1.259 -0.024
C -0.1001 1.5708 1.8290 1.778 0.240 -0.458 0.024
O 0.3827 2.4168 1.0319 -0.348 -0.608 1.787 -0.054
Mg 2.1042 3.6255 1.3126 0.367 0.352 0.091 1.092
Hg -0.5955 2.4149 -1.1804 0.226 0.581 -2.293 0.969
F -1.7237 1.0843 0.2887 -0.726 -0.903 0.494 -0.011
H -1.7283 0.2195 2.1312 0.153 -0.035 -0.185 -0.003
H 0.2764 1.4854 2.8594 -0.071 0.145 -0.138 -0.008
H -0.3647 -0.5134 0.8730 -1.347 2.637 1.521 -0.006
```
Positions in Å, forces in eV/Å.

Results
Orbital gap (alpha / beta) ... 6.03 / 5.98 eV
M ... 372.984 g mol⁻¹
Total charge ... +2
2S+1 ... 3
HOMO level (alpha / beta) ... -0.563 / -0.603 Ha

***

Here is 2 unconnected molecules or ions with the total composition C6H19B2NO5PS from the Open Molecules 2025 dataset. Energies are from the ωB97M-V functional and the def2-TZVPD basis.

Structure (XYZ):
```
35
Properties=species:S:1:pos:R:3:forces:R:3:mulliken_charge:R:1
C -0.6565 -2.9479 -0.5459 0.556 0.243 0.017 -1.518
C 0.4302 -2.0557 0.0733 -0.350 0.185 -0.072 -0.193
B -0.1356 -1.0443 1.1075 0.228 -1.003 -0.489 0.477
O -1.3884 -1.1551 1.5856 0.322 0.638 1.043 -0.584
N 0.6310 0.2133 1.6300 -0.202 1.565 -0.179 0.077
C 1.2320 0.0450 3.0097 0.111 -0.705 0.704 -0.306
C 0.9176 -1.2830 3.6966 1.031 -1.245 0.378 -0.144
O 1.7900 -2.0808 3.9739 -0.999 1.115 -0.453 -0.433
P 1.9365 0.7406 0.4428 1.701 -1.000 -0.605 0.327
S 3.4729 -0.4004 0.4170 -0.167 0.254 0.342 -0.257
B -0.4140 1.3602 1.6566 -0.178 0.450 -0.477 0.326
O -0.4362 2.1928 0.5681 -0.396 -0.536 0.193 -0.477
O -1.2177 1.5000 2.7043 0.259 -0.758 0.440 -0.565
H -1.5506 -2.3829 -0.7487 -0.478 0.085 0.041 0.349
H -0.8729 -3.8095 0.0664 -0.243 -0.235 0.183 0.408
H -0.2892 -3.2916 -1.4994 0.052 -0.370 -0.274 0.399
H 0.8984 -1.5284 -0.7526 0.345 0.283 -0.072 0.307
H 1.2335 -2.6509 0.4937 0.336 -0.098 0.162 0.427
H -1.5626 -2.0103 1.9896 -0.608 -0.375 -0.496 0.346
H 2.3089 0.1120 2.9764 0.380 -0.099 -0.435 0.336
H 0.8947 0.8197 3.6838 -0.389 0.372 -0.055 0.422
H -0.1231 -1.4912 3.9896 -0.106 0.173 -0.050 0.463
H 1.2682 0.7303 -0.7767 -0.533 0.196 0.218 0.028
H 2.1894 2.0832 0.7607 -0.441 -0.043 0.317 0.148
H -0.8949 1.8080 -0.1897 0.254 0.185 -0.626 0.305
H -2.0908 1.7961 2.4396 -0.257 0.614 0.250 0.349
C -0.8570 1.8282 -4.5315 0.165 -0.019 0.055 -1.176
C -1.1817 1.3000 -3.1514 0.040 0.179 -0.187 -0.293
O -0.0170 1.3154 -2.2946 -0.427 0.021 0.258 -0.433
H -0.0672 1.2338 -4.9893 -0.038 -0.055 -0.021 0.305
H -1.7354 1.7996 -5.1747 -0.019 0.018 0.008 0.362
H -0.5015 2.8594 -4.4779 -0.089 0.037 -0.013 0.361
H -1.5166 0.2660 -3.2030 0.079 -0.042 0.103 0.299
H -1.9743 1.8969 -2.6879 -0.036 -0.060 -0.027 0.284
H 0.2799 2.2315 -2.2420 0.099 0.031 -0.182 0.274
```
Positions in Å, forces in eV/Å.

Results
Orbital gap ... 9.14 eV
M ... 269.885 g mol⁻¹
Total charge ... +1
2S+1 ... 1
HOMO level ... -0.465 Ha

***

Here is a molecular structure, C6H20BO6PSSi2Zn from the Open Molecules 2025 dataset. Energies are from the ωB97M-V functional and the def2-TZVPD basis.

Structure (XYZ):
```
38
Properties=species:S:1:pos:R:3:forces:R:3:mulliken_charge:R:1
C 4.1897 -2.5783 0.1484 -0.094 -0.056 0.053 -1.322
C 3.6034 -1.4640 -0.7145 0.263 -0.022 -0.078 0.235
C 4.4018 -0.1683 -0.5857 0.107 -0.077 -0.020 -0.644
C 3.9129 0.9557 -1.4803 0.136 0.021 -0.301 -0.587
O 2.4802 1.1791 -1.3981 0.163 0.043 0.279 -0.279
Si 1.7377 1.6171 -0.0392 0.055 -0.004 -0.025 0.300
O 0.0844 1.6147 -0.4267 -0.104 0.101 0.219 0.007
Si -0.9079 0.5072 0.2063 -0.162 -0.347 -0.353 0.220
B -2.7841 1.1037 -0.3248 0.873 -1.031 -0.540 1.501
O -2.9114 2.4646 -0.6947 0.034 0.590 -0.335 -0.640
O -3.9693 0.5070 -0.1002 -0.344 0.750 0.384 -0.739
C -4.7579 -0.1100 -1.2345 -0.409 -0.029 -0.217 -0.270
C -5.1510 -1.5288 -0.8697 -0.080 0.021 0.136 -1.049
P -1.2741 0.7800 2.4724 0.166 -0.616 -0.656 0.626
O -0.5209 -0.3643 3.2753 -0.226 0.094 0.105 -0.512
O -2.8596 0.5019 2.6382 -0.111 -0.241 0.222 -0.457
S -0.7644 2.5776 2.9031 -0.436 0.551 0.070 -0.176
H 5.2668 -2.6683 -0.0149 -0.091 -0.006 0.031 0.331
H 3.7391 -3.5436 -0.0912 0.020 0.064 0.015 0.370
H 4.0225 -2.3948 1.2139 0.082 0.042 -0.068 0.325
H 3.6506 -1.7701 -1.7654 -0.206 0.022 0.055 0.306
H 2.5497 -1.2997 -0.4588 0.075 -0.052 -0.090 -0.091
H 5.4250 -0.3825 -0.9159 -0.015 0.094 0.144 0.425
H 4.4887 0.1475 0.4628 -0.144 0.007 -0.071 0.261
H 4.4358 1.8935 -1.2694 -0.081 -0.058 0.053 0.335
H 4.1127 0.7109 -2.5245 -0.150 -0.009 0.048 0.334
H 1.7995 0.5816 1.0353 -0.033 0.075 -0.008 -0.113
H 2.0791 2.9483 0.4755 -0.003 -0.007 -0.046 -0.106
H -0.5731 -0.8904 -0.1312 -0.084 0.023 0.128 -0.047
H -2.1023 2.9211 -1.0082 0.012 0.067 0.310 0.343
H -5.6207 0.5378 -1.3767 0.077 -0.013 0.057 0.344
H -4.1507 -0.0548 -2.1392 0.121 0.033 0.180 0.345
H -4.7108 -1.8101 0.0884 0.038 -0.027 -0.117 0.302
H -4.8211 -2.2357 -1.6303 0.009 0.043 0.076 0.331
H -6.2327 -1.6133 -0.7646 0.079 -0.013 -0.025 0.319
H -0.6801 -1.2870 3.0094 0.162 0.209 0.040 0.374
H -3.1108 -0.2419 3.2137 -0.010 0.239 -0.038 0.321
Zn -4.0766 2.8567 0.8156 0.311 -0.483 0.381 0.775
```
Positions in Å, forces in eV/Å.

Results
Orbital gap ... 3.78 eV
M ... 383.635 g mol⁻¹
Total charge ... +2
2S+1 ... 1
HOMO level ... -0.563 Ha